# 1
60
Properties=species:S:1:pos:R:3:mulliken_spin:R:1 method="wB97M-V/def2-TZVPD" total_charge=-1 multiplicity=2 e_homo_ev="-4.1 / -4.2" s_squared=0.753 orbital_gap_ha="0.2106 / 0.2112" relative_energy_kcal_mol=21.4 lumo_ev="1.59 / 1.59"
Ti -0.33 0.33 -0.50 0.98
S -0.93 7.21 2.37 0.00
N -2.01 6.39 1.48 0.00
C -1.49 5.20 1.28 0.00
C -2.11 4.12 0.54 0.00
C -3.38 4.19 -0.04 0.00
C -3.89 3.10 -0.71 0.01
C -3.12 1.94 -0.79 -0.01
N -1.91 1.86 -0.24 -0.01
C -1.39 2.92 0.41 0.01
C -0.08 2.74 1.03 -0.02
N 0.53 1.54 0.81 0.02
C 1.58 1.14 1.71 -0.01
C 2.30 2.28 2.33 0.00
C 1.79 3.51 2.37 0.00
C 0.49 3.76 1.77 0.00
C -0.21 5.00 1.89 0.00
N 0.21 6.08 2.54 0.00
H -3.94 5.11 0.06 0.00
H -4.87 3.12 -1.16 0.00
H -3.47 1.06 -1.31 0.00
H 2.25 0.46 1.19 -0.01
H 3.26 2.06 2.80 0.00
H 2.30 4.33 2.86 0.00
Cl 1.16 -3.04 -6.10 0.00
C 0.81 -1.75 -5.01 0.00
C 0.35 -0.53 -5.48 0.01
Cl 0.11 -0.28 -7.18 0.00
C 0.06 0.50 -4.58 0.00
Cl -0.56 2.02 -5.12 0.00
C 0.24 0.33 -3.21 -0.01
O -0.06 1.23 -2.30 -0.02
C 0.74 -0.91 -2.72 0.01
O 0.86 -1.02 -1.41 0.04
C 0.99 -1.93 -3.63 0.01
Cl 1.54 -3.45 -3.00 0.00
O -3.76 -2.72 3.75 0.00
C -2.92 -2.03 2.92 0.00
C -2.27 -0.92 3.28 0.00
C -1.33 -0.24 2.35 0.02
N -1.34 -0.76 1.00 -0.01
C -2.09 -1.83 0.73 0.00
Br -2.18 -2.21 -1.15 0.00
C -2.85 -2.56 1.58 0.00
H -3.72 -2.30 4.62 0.00
H -2.40 -0.50 4.27 0.00
H -1.50 0.83 2.32 0.00
H -3.43 -3.41 1.27 0.00
C 4.16 -5.68 -1.22 0.00
N 3.17 -5.36 -0.21 0.00
C 3.10 -4.17 0.43 0.00
N 4.20 -3.38 0.30 0.00
S 1.76 -3.69 1.29 0.00
H 3.91 -6.65 -1.65 0.00
H 5.16 -5.77 -0.78 0.00
H 4.18 -4.94 -2.02 0.00
H 2.29 -5.84 -0.24 0.00
H 5.08 -3.76 0.01 0.00
H 4.21 -2.56 0.89 0.00
Te 0.71 -0.20 3.31 0.00



# 2
59
Properties=species:S:1:pos:R:3:nbo_charge:R:1 method="wB97M-V/def2-TZVPD" total_charge=+1 e_homo_ev=-11.2 orbital_gap_ha=0.2206 relative_energy_kcal_mol=7.3 lumo_ev=-5.22
Ru 0.12 0.39 1.05 1.40
O 3.59 1.35 -0.76 -0.52
C 2.46 1.31 -0.38 0.75
O 2.03 0.55 0.62 -0.60
C 1.35 2.19 -0.89 0.11
C 1.42 3.23 -1.80 -0.17
C 0.28 4.00 -2.00 -0.12
C -0.88 3.75 -1.26 -0.16
C -0.86 2.70 -0.36 0.10
N 0.23 1.95 -0.24 -0.35
C -1.91 2.32 0.65 0.75
O -3.02 2.75 0.70 -0.48
O -1.40 1.43 1.54 -0.63
H 2.35 3.42 -2.31 0.27
H 0.29 4.82 -2.70 0.25
H -1.77 4.35 -1.34 0.27
F -1.07 -2.55 -2.23 -0.28
C -0.25 -2.83 -1.23 0.92
F -0.75 -3.81 -0.49 -0.29
F 0.93 -3.20 -1.72 -0.29
C -0.05 -1.59 -0.35 0.69
O -0.73 -0.52 -0.53 -0.51
O 0.76 -1.58 0.60 -0.51
Cl -1.19 5.35 6.65 0.05
C -0.06 4.09 6.29 -0.01
C 0.54 3.39 7.33 -0.22
C 1.44 2.38 7.02 -0.16
C 1.76 2.06 5.71 -0.13
C 2.71 0.92 5.45 0.06
C 2.07 -0.45 5.73 -0.23
N 0.94 -0.62 4.83 -0.31
C -0.37 -0.27 5.08 -0.06
C -1.00 -0.20 3.89 -0.05
N -0.08 -0.50 2.90 -0.50
C 1.07 -0.76 3.51 0.23
O 3.86 1.09 6.24 -0.52
C 5.08 0.55 5.71 -0.08
C 5.25 0.78 4.24 -0.17
C 5.32 2.00 3.65 -0.24
Cl 5.26 3.52 4.45 0.06
S 5.37 1.92 1.94 0.51
C 5.28 0.21 1.98 -0.41
C 5.24 -0.26 3.25 -0.26
C 1.15 2.81 4.70 0.10
Cl 1.54 2.53 3.01 -0.02
C 0.25 3.82 4.97 -0.29
H 0.30 3.63 8.35 0.24
H 1.92 1.84 7.82 0.24
H 2.97 0.92 4.39 0.21
H 1.71 -0.53 6.76 0.23
H 2.79 -1.24 5.55 0.23
H -0.73 -0.10 6.08 0.25
H -2.02 0.06 3.65 0.26
H 2.00 -1.00 3.02 0.25
H 5.15 -0.52 5.92 0.18
H 5.86 1.05 6.28 0.23
H 5.29 -0.34 1.05 0.26
H 5.22 -1.31 3.50 0.23
H -0.21 4.38 4.18 0.25



# 3
51
Properties=species:S:1:pos:R:3:mulliken_spin:R:1 method="wB97M-V/def2-TZVPD" total_charge=+2 multiplicity=7 e_homo_ev="-13.8 / -13.8" s_squared=12.624 orbital_gap_ha="0.1927 / 0.2588" lumo_ev="-8.55 / -6.76"
Tb 1.42 -0.24 1.53 6.03
O 1.99 -1.38 -0.60 -0.02
N 1.91 -2.49 0.24 0.00
C 0.97 -3.29 0.02 -0.02
C -0.08 -3.17 -1.06 0.00
C -0.17 -4.21 -1.94 0.00
C -1.23 -4.23 -2.86 0.00
C -2.08 -3.12 -2.93 0.00
C -1.89 -2.04 -2.11 0.00
C -0.99 -2.08 -1.11 0.00
P -0.83 -0.50 -0.11 0.02
C -1.44 -0.88 1.56 0.01
C -1.54 0.30 2.37 -0.03
C -1.76 0.24 3.74 0.00
C -1.83 -0.99 4.36 0.00
C -1.66 -2.19 3.60 0.00
C -1.38 -2.12 2.22 0.00
C -1.88 0.78 -0.86 -0.01
C -1.23 1.73 -1.67 0.00
C -1.97 2.66 -2.37 0.00
C -3.32 2.68 -2.17 0.00
C -3.97 1.65 -1.50 0.00
C -3.23 0.75 -0.76 0.00
H 3.00 -1.29 -0.60 0.00
H 0.94 -4.17 0.63 0.00
H 0.48 -5.07 -1.77 0.00
H -1.31 -4.96 -3.66 0.00
H -2.77 -2.96 -3.69 0.00
H -2.53 -1.19 -2.28 0.00
H -1.52 1.27 2.00 0.00
H -1.81 1.06 4.34 0.00
H -1.96 -1.03 5.42 0.00
H -1.63 -3.16 4.09 0.00
H -1.19 -3.09 1.67 0.00
H -0.17 1.79 -1.73 0.00
H -1.51 3.41 -3.06 0.00
H -3.95 3.37 -2.69 0.00
H -5.08 1.56 -1.50 0.00
H -3.68 -0.05 -0.27 0.00
Cl 6.62 4.84 -0.46 0.00
C 5.33 3.84 0.07 0.00
C 5.45 2.44 0.22 0.00
Cl 6.99 1.70 -0.17 0.00
C 4.41 1.65 0.65 0.00
Cl 4.46 -0.07 0.78 0.00
C 3.21 2.32 1.02 -0.01
O 2.18 1.56 1.42 0.02
C 3.02 3.67 0.78 0.00
Cl 1.53 4.30 1.25 0.00
C 4.05 4.41 0.22 0.00
Cl 3.62 6.02 -0.31 0.00



# 4
47
Properties=species:S:1:pos:R:3:mulliken_spin:R:1 method="wB97M-V/def2-TZVPD" total_charge=-1 multiplicity=2 e_homo_ev="-3.7 / -4.1" s_squared=0.758 orbital_gap_ha="0.2063 / 0.2217" relative_energy_kcal_mol=27.6 lumo_ev="1.89 / 1.92"
Cu -0.25 0.67 0.00 0.41
S 3.88 2.33 -0.63 0.00
C 4.07 0.61 -0.22 0.00
C 5.22 -0.15 -0.37 0.00
C 5.25 -1.40 0.18 0.00
C 4.12 -1.96 0.79 0.00
C 2.91 -1.29 0.86 0.00
C 2.89 -0.01 0.30 0.01
N 1.80 0.89 0.25 0.02
C 2.15 2.12 -0.08 -0.01
C 1.13 3.14 -0.09 -0.02
C 1.40 4.49 -0.08 0.01
C 0.33 5.39 -0.08 -0.01
C -0.94 4.90 -0.06 0.02
C -1.22 3.51 -0.12 0.01
C -0.21 2.63 0.00 0.22
H 6.12 0.25 -0.80 0.00
H 6.16 -2.01 0.21 0.00
H 4.25 -2.90 1.24 0.00
H 2.07 -1.84 1.28 0.00
H 2.40 4.90 0.05 0.00
H 0.46 6.48 -0.15 0.00
H -1.78 5.62 -0.03 0.00
H -2.25 3.23 -0.37 0.00
N -7.68 0.68 0.29 0.00
C -6.57 0.91 0.11 0.00
C -5.16 1.00 -0.04 -0.01
C -4.37 1.59 0.92 0.02
C -2.98 1.27 0.95 -0.02
C -2.28 0.70 -0.14 0.26
C -3.11 0.24 -1.19 -0.04
C -4.51 0.34 -1.10 0.01
H -4.83 2.15 1.72 0.00
H -2.40 1.72 1.75 0.00
H -2.69 -0.16 -2.09 0.00
H -5.11 -0.07 -1.89 0.00
Se -1.24 -1.96 -0.71 0.09
C -0.22 -3.52 -0.46 0.01
C 1.18 -3.71 -0.31 0.01
C 1.57 -4.95 0.17 0.00
N 0.78 -5.98 0.41 0.00
C -0.51 -5.86 0.16 0.00
C -1.06 -4.65 -0.28 0.01
H 1.94 -2.93 -0.50 -0.01
H 2.59 -5.12 0.48 0.00
H -1.18 -6.76 0.20 0.00
H -2.13 -4.54 -0.52 0.00



DFT total energy for every record listed, in sequence, given in Ha: -7900.1753; -3826.3097; -4633.6155; -5566.6178.